The following is a DFT calculation (the ωB97M-V functional and the def2-TZVPD basis) of a cluster of 10 separate species, C42H51F12N5O8 in total in a non-equilibrium geometry.

Calculated values
Energy above the lowest of the compared OMol25 structures with the same formula, charge and spin, kcal/mol: 19.9
Structure (SMILES): CCOC(=O)C(F)(F)F.CCOC(=O)C(F)(F)F.CCOC(=O)C(F)(F)F.CCOC(=O)C(F)(F)F.c1cc[nH]c1.c1cc[nH]c1.c1cc[nH]c1.c1cc[nH]c1.c1cc[nH]c1.c1ccccc1
HOMO-LUMO gap, Eh: 0.302
Charge: 0
Strongest force on any atom, eV/Å: 2.7

Each line ends with the Löwdin charge.
Geometry (Å):
N1 1.68 -3.97 -0.47  0.02
C1 2.33 -4.80 0.39  -0.15
C2 1.96 -4.42 1.67  -0.14
C3 1.15 -3.29 1.52  -0.12
C4 0.84 -3.09 0.18  -0.07
H1 1.72 -3.97 -1.48  0.15
H2 3.02 -5.51 -0.03  0.12
H3 2.33 -5.01 2.49  0.10
H4 0.70 -2.66 2.28  0.09
H5 0.28 -2.30 -0.29  0.09
N2 4.32 -2.52 1.17  0.04
C5 4.34 -1.24 1.68  -0.15
C6 5.59 -0.71 1.57  -0.13
C7 6.39 -1.71 1.01  -0.13
C8 5.61 -2.81 0.78  -0.14
H6 3.58 -3.22 1.20  0.08
H7 3.37 -0.88 1.97  0.09
H8 5.89 0.25 1.95  0.09
H9 7.46 -1.64 0.88  0.09
H10 5.92 -3.79 0.47  0.10
N3 0.65 4.48 -3.73  0.02
C9 0.54 5.41 -2.72  -0.13
C10 1.26 6.53 -3.07  -0.12
C11 1.63 6.38 -4.42  -0.11
C12 1.38 5.06 -4.74  -0.14
H11 0.37 3.52 -3.68  0.07
H12 -0.07 5.18 -1.86  0.10
H13 1.47 7.43 -2.50  0.09
H14 2.10 7.15 -5.01  0.09
H15 1.49 4.55 -5.68  0.11
N4 -4.40 6.22 -1.16  -0.01
C13 -4.84 4.95 -0.97  -0.15
C14 -3.91 4.25 -0.22  -0.11
C15 -2.90 5.21 0.10  -0.12
C16 -3.25 6.43 -0.46  -0.12
H16 -4.96 6.88 -1.66  0.14
H17 -5.77 4.66 -1.45  0.10
H18 -3.97 3.22 0.09  0.08
H19 -1.95 5.02 0.57  0.09
H20 -2.76 7.40 -0.47  0.10
N5 5.28 2.94 -0.51  0.00
C17 4.84 1.84 -1.20  -0.14
C18 3.98 2.26 -2.19  -0.11
C19 3.87 3.66 -2.06  -0.10
C20 4.67 4.06 -1.00  -0.13
H21 5.79 2.86 0.35  0.14
H22 5.26 0.88 -0.94  0.10
H23 3.50 1.67 -2.97  0.08
H24 3.22 4.23 -2.71  0.07
H25 4.69 4.99 -0.45  0.10
C21 -1.67 1.04 0.46  -0.07
C22 -0.74 0.36 1.24  -0.10
C23 0.63 0.46 1.05  -0.06
C24 1.05 1.18 -0.06  -0.06
C25 0.15 1.98 -0.73  -0.10
C26 -1.20 1.89 -0.55  -0.09
H26 -2.70 0.98 0.79  0.09
H27 -1.18 -0.20 2.05  0.08
H28 1.29 -0.09 1.71  0.08
H29 2.08 1.23 -0.39  0.09
H30 0.53 2.61 -1.53  0.09
H31 -1.84 2.64 -0.99  0.08
C27 -2.03 -2.73 4.58  -0.07
C28 -3.10 -3.70 4.11  -0.22
O1 -2.55 -4.51 3.09  0.05
C29 -3.27 -5.46 2.55  -0.39
O2 -4.40 -5.68 2.91  0.16
C30 -2.60 -6.28 1.45  -0.54
F1 -2.71 -7.59 1.67  0.17
F2 -3.32 -6.06 0.32  0.15
F3 -1.34 -5.95 1.26  0.18
H32 -1.61 -2.19 3.74  0.06
H33 -1.22 -3.25 5.08  0.08
H34 -2.56 -2.04 5.25  0.09
H35 -4.00 -3.12 3.88  0.13
H36 -3.41 -4.28 4.98  0.13
C31 -1.86 1.83 -5.51  -0.05
C32 -1.58 1.79 -4.04  -0.20
O3 -0.96 0.56 -3.64  0.01
C33 0.40 0.48 -3.79  -0.36
O4 1.17 1.31 -4.18  0.16
C34 0.88 -0.94 -3.46  -0.56
F4 -0.11 -1.68 -2.98  0.16
F5 1.26 -1.55 -4.59  0.16
F6 1.92 -0.87 -2.65  0.19
H37 -0.91 1.85 -6.07  0.08
H38 -2.20 2.83 -5.81  0.09
H39 -2.52 1.06 -5.91  0.08
H40 -2.48 1.84 -3.41  0.13
H41 -0.94 2.63 -3.80  0.08
C35 3.20 -2.69 4.91  -0.04
C36 2.54 -1.90 6.04  -0.19
O5 1.70 -0.85 5.50  0.05
C37 0.47 -0.76 5.95  -0.40
O6 -0.11 -1.58 6.61  0.15
C38 -0.29 0.49 5.44  -0.55
F7 -1.14 0.01 4.50  0.12
F8 -1.05 1.02 6.38  0.20
F9 0.47 1.37 4.81  0.19
H42 3.84 -3.48 5.27  0.09
H43 3.65 -1.99 4.21  0.06
H44 2.38 -3.13 4.33  0.06
H45 3.35 -1.32 6.48  0.12
H46 2.20 -2.57 6.82  0.13
C39 -4.80 -1.60 -4.03  -0.05
C40 -3.75 -2.31 -3.21  -0.20
O7 -4.19 -2.41 -1.86  0.05
C41 -3.39 -2.15 -0.86  -0.39
O8 -2.20 -2.01 -0.92  0.16
C42 -4.20 -1.94 0.44  -0.52
F10 -4.84 -0.76 0.28  0.15
F11 -5.03 -2.93 0.71  0.19
F12 -3.37 -1.77 1.49  0.15
H47 -4.41 -1.18 -4.96  0.07
H48 -5.13 -0.69 -3.52  0.08
H49 -5.68 -2.19 -4.27  0.08
H50 -2.76 -1.83 -3.24  0.11
H51 -3.49 -3.29 -3.61  0.13

The following is a DFT calculation (the ωB97M-V functional and the def2-TZVPD basis) of a structure of composition C42H51N5O2SeZn in a non-equilibrium geometry.

Calculated values
Energy above the lowest of the compared OMol25 structures with the same formula, charge and spin, kcal/mol: 56.6
HOMO-LUMO gap, Eh: 0.187
Charge: 0
Strongest force on any atom, eV/Å: 4.6

Each line ends with the Löwdin charge.
Geometry (Å):
Zn1 1.78 0.37 1.24  0.69
N1 2.78 -4.01 2.65  0.14
C1 2.11 -2.90 2.52  -0.11
N2 2.63 -1.77 2.12  0.14
C2 3.90 -1.76 1.64  -0.29
N3 4.49 -0.66 1.26  0.08
N4 3.74 0.40 1.44  -0.06
C3 4.32 1.60 1.51  -0.01
C4 3.72 2.73 2.11  -0.25
C5 4.50 3.79 2.47  -0.03
C6 3.88 4.89 3.05  -0.05
C7 2.49 4.94 3.08  -0.05
C8 1.77 3.79 2.75  -0.12
N5 2.33 2.67 2.30  0.11
C9 4.58 -3.01 1.46  -0.11
C10 5.76 -3.08 0.72  0.00
C11 6.39 -4.32 0.53  -0.05
C12 5.95 -5.38 1.33  -0.08
C13 4.77 -5.32 2.02  -0.02
C14 4.04 -4.13 2.05  -0.17
H1 2.35 -4.88 2.96  0.17
H2 1.03 -2.91 2.74  0.14
H3 5.37 1.69 1.35  0.12
H4 5.59 3.66 2.53  0.12
H5 4.53 5.74 3.32  0.12
H6 1.94 5.84 3.30  0.11
H7 0.68 3.75 2.94  0.13
H8 6.26 -2.18 0.29  0.13
H9 7.12 -4.45 -0.29  0.12
H10 6.50 -6.35 1.39  0.13
H11 4.35 -6.18 2.51  0.11
C15 -4.30 4.72 1.23  -0.05
C16 -4.77 3.31 0.78  -0.54
C17 -5.19 3.35 -0.69  -0.06
C18 -5.96 2.84 1.67  -0.05
C19 -3.58 2.40 0.97  -0.21
C20 -2.38 2.77 0.45  -0.12
C21 -1.23 2.04 0.63  -0.39
Se1 0.29 2.33 -0.53  1.10
C22 0.10 0.85 -1.74  -0.42
C23 -0.92 0.93 -2.66  -0.08
C24 -1.01 -0.03 -3.66  -0.16
C25 -0.11 -1.10 -3.71  0.01
C26 0.90 -1.22 -2.73  -0.08
C27 0.88 -0.31 -1.61  -0.38
O1 1.58 -0.52 -0.53  -0.19
C28 1.99 -2.29 -2.86  -0.52
C29 3.41 -1.78 -2.42  -0.04
C30 2.00 -2.88 -4.24  -0.10
C31 1.76 -3.57 -1.96  -0.05
C32 -2.16 0.17 -4.74  -0.54
C33 -2.43 -1.09 -5.52  -0.10
C34 -3.49 0.60 -4.02  -0.05
C35 -1.73 1.23 -5.79  -0.05
C36 -1.12 1.03 1.65  -0.34
O2 0.05 0.57 2.04  -0.23
C37 -2.39 0.59 2.17  -0.10
C38 -3.56 1.25 1.75  0.03
C39 -2.40 -0.53 3.15  -0.57
C40 -3.77 -0.78 3.67  -0.09
C41 -1.49 -0.25 4.35  -0.05
C42 -1.88 -1.85 2.49  -0.03
H12 -5.20 5.31 1.46  0.08
H13 -3.74 5.21 0.44  0.08
H14 -3.72 4.69 2.18  0.10
H15 -5.90 4.17 -0.94  0.09
H16 -5.75 2.46 -1.04  0.09
H17 -4.38 3.44 -1.40  0.06
H18 -6.83 3.55 1.53  0.10
H19 -5.63 2.88 2.68  0.07
H20 -6.29 1.84 1.36  0.08
H21 -2.32 3.69 -0.11  0.10
H22 -1.66 1.72 -2.54  0.09
H23 -0.25 -1.88 -4.46  0.09
H24 3.65 -0.82 -2.91  0.10
H25 4.10 -2.55 -2.81  0.08
H26 3.52 -1.75 -1.34  0.04
H27 2.25 -2.13 -5.00  0.10
H28 1.03 -3.40 -4.44  0.09
H29 2.72 -3.67 -4.30  0.07
H30 1.68 -3.16 -0.94  0.07
H31 2.59 -4.23 -2.03  0.06
H32 0.78 -4.07 -2.23  0.10
H33 -2.63 -1.92 -4.83  0.09
H34 -1.53 -1.45 -6.11  0.10
H35 -3.22 -0.99 -6.26  0.07
H36 -3.61 -0.11 -3.20  0.09
H37 -4.36 0.65 -4.71  0.09
H38 -3.31 1.56 -3.51  0.06
H39 -0.72 1.02 -6.16  0.09
H40 -1.75 2.21 -5.33  0.07
H41 -2.46 1.20 -6.62  0.08
H42 -4.50 0.84 2.13  0.09
H43 -4.23 0.16 4.04  0.09
H44 -3.78 -1.50 4.55  0.10
H45 -4.42 -1.19 2.89  0.09
H46 -1.82 0.61 4.91  0.08
H47 -0.46 0.01 4.00  0.08
H48 -1.46 -1.17 5.01  0.09
H49 -2.54 -2.30 1.77  0.08
H50 -1.76 -2.55 3.28  0.05
H51 -0.82 -1.74 2.08  0.09

The following is a DFT calculation (the ωB97M-V functional and the def2-TZVPD basis) of a structure of composition C42H52Cl3CsGe2N5O2S3Si.

Calculated values
Energy above the lowest of the compared OMol25 structures with the same formula, charge and spin, kcal/mol: 3.8
Spin multiplicity: 2
HOMO-LUMO gap (alpha / beta), Eh: 0.102 / 0.175
Charge: -2
Strongest force on any atom, eV/Å: 0.7

Each line ends with the Löwdin charge.
Geometry (Å):
Cs1 0.30 -1.21 1.46  0.84
N1 -3.86 -4.18 -0.69  0.00
C1 -2.96 -3.40 0.08  -0.93
S1 -1.31 -3.48 -0.42  0.41
N2 -3.53 -2.71 1.02  -0.06
N3 -2.72 -1.86 1.76  -0.04
C2 -3.43 -1.11 2.61  -0.26
C3 -4.93 -1.14 2.59  -0.20
C4 -5.63 -0.77 1.44  -0.03
C5 -7.02 -0.77 1.41  -0.10
C6 -7.74 -1.14 2.54  -0.13
C7 -7.06 -1.52 3.69  -0.11
C8 -5.67 -1.52 3.71  -0.05
C9 -2.80 -0.24 3.54  -0.24
C10 -3.52 0.80 4.22  -0.06
C11 -2.88 1.69 5.03  -0.14
C12 -1.46 1.59 5.21  -0.15
C13 -0.85 0.55 4.54  -0.26
N4 -1.42 -0.34 3.74  -0.03
H1 -3.39 -5.00 -1.04  0.04
H2 -4.70 -4.41 -0.16  0.06
H3 -5.06 -0.51 0.55  0.10
H4 -7.54 -0.48 0.51  0.09
H5 -8.82 -1.15 2.52  0.08
H6 -7.61 -1.82 4.57  0.09
H7 -5.13 -1.81 4.60  0.11
H8 -4.59 0.90 4.07  0.09
H9 -3.45 2.48 5.52  0.08
H10 -0.89 2.26 5.84  0.06
H11 0.24 0.43 4.65  0.08
O1 2.82 -0.57 2.38  -0.75
S2 4.00 -0.54 3.28  0.93
C14 3.69 0.87 4.41  -0.30
C15 3.83 2.29 3.84  -0.21
C16 2.89 2.65 2.67  -0.23
C17 1.50 3.09 3.12  -0.30
S3 0.26 3.04 1.78  0.97
O2 0.27 1.65 1.26  -0.67
C18 1.22 3.98 0.58  -0.39
C19 1.35 5.35 0.69  -0.09
C20 2.11 6.04 -0.25  -0.09
C21 2.72 5.35 -1.29  -0.09
C22 2.57 3.98 -1.40  -0.07
C23 1.81 3.29 -0.46  -0.08
C24 5.35 0.16 2.33  -0.39
C25 6.61 0.24 2.89  -0.09
C26 7.66 0.76 2.13  -0.09
C27 7.43 1.17 0.83  -0.09
C28 6.16 1.06 0.27  -0.06
C29 5.11 0.55 1.03  -0.10
H12 4.35 0.73 5.26  0.08
H13 2.67 0.67 4.74  0.08
H14 4.86 2.42 3.52  0.10
H15 3.67 2.99 4.66  0.11
H16 2.78 1.80 1.99  0.08
H17 3.36 3.46 2.10  0.11
H18 1.48 4.11 3.51  0.09
H19 1.07 2.42 3.87  0.06
H20 0.86 5.88 1.50  0.11
H21 2.22 7.11 -0.17  0.10
H22 3.31 5.89 -2.02  0.10
H23 3.03 3.43 -2.21  0.09
H24 1.67 2.22 -0.53  0.10
H25 6.79 -0.12 3.90  0.11
H26 8.65 0.82 2.56  0.10
H27 8.25 1.56 0.23  0.10
H28 5.98 1.35 -0.75  0.10
H29 4.12 0.43 0.61  0.09
C30 1.33 -3.18 -2.90  -0.18
Si1 0.23 -1.87 -3.65  0.49
C31 1.21 -0.94 -4.96  -0.18
C32 -1.23 -2.72 -4.50  -0.24
C33 -1.17 -3.19 -5.82  -0.11
C34 -2.25 -3.83 -6.41  -0.12
C35 -3.42 -4.02 -5.69  -0.11
C36 -3.50 -3.58 -4.37  -0.09
C37 -2.41 -2.94 -3.79  -0.11
H30 1.97 -3.64 -3.65  0.04
H31 0.72 -3.96 -2.43  0.00
H32 1.97 -2.75 -2.13  -0.01
H33 0.92 -1.22 -5.98  0.01
H34 2.28 -1.12 -4.85  0.01
H35 1.05 0.14 -4.85  0.01
H36 -0.26 -3.04 -6.40  0.09
H37 -2.17 -4.18 -7.43  0.09
H38 -4.26 -4.52 -6.15  0.09
H39 -4.38 -3.75 -3.77  0.10
H40 -2.47 -2.67 -2.74  0.04
Cl1 4.01 -4.12 2.78  -0.16
Ge1 3.00 -3.95 0.73  0.01
Cl2 4.92 -2.82 -0.33  -0.12
Cl3 3.45 -6.03 -0.01  -0.16
N5 3.70 -0.43 -1.96  0.06
C38 3.31 0.47 -2.57  -0.05
H41 4.07 -1.25 -1.43  -0.09
C39 -1.34 2.39 -2.07  -0.21
Ge2 -1.72 0.68 -2.97  0.78
C40 -1.78 1.00 -4.91  -0.22
C41 -3.47 0.04 -2.39  -0.20
C42 -0.37 -0.61 -2.40  -0.36
H42 -2.05 3.17 -2.36  0.01
H43 -0.33 2.73 -2.32  0.01
H44 -1.40 2.24 -0.99  0.01
H45 -2.65 1.62 -5.17  0.01
H46 -1.87 0.04 -5.43  0.01
H47 -0.88 1.51 -5.27  0.01
H48 -4.19 0.86 -2.29  0.02
H49 -3.38 -0.46 -1.43  0.02
H50 -3.87 -0.67 -3.11  0.01
H51 -0.84 -1.08 -1.53  -0.05
H52 0.52 -0.07 -2.06  0.01

The following is a DFT calculation (the ωB97M-V functional and the def2-TZVPD basis) of a structure of composition C42H52ClIN9O8S2Y in a non-equilibrium geometry.

Calculated values
Energy above the lowest of the compared OMol25 structures with the same formula, charge and spin, kcal/mol: 22.5
HOMO-LUMO gap, Eh: 0.127
Charge: +2
Strongest force on any atom, eV/Å: 7.3

Each line ends with the Löwdin charge.
Geometry (Å):
Y1 1.40 -0.64 0.31  1.53
C1 -1.61 3.02 0.33  -0.06
C2 -0.66 3.07 1.47  -0.27
N1 -0.55 4.16 2.14  0.10
C3 0.14 4.38 3.25  -0.06
C4 0.93 3.32 3.73  -0.12
C5 1.85 3.57 4.91  -0.20
O1 1.55 4.83 5.53  -0.08
C6 1.03 2.11 2.99  -0.08
C7 1.79 0.99 3.46  -0.06
N2 2.18 -0.02 2.69  -0.01
C8 3.00 -0.95 3.28  -0.41
C9 4.23 -1.17 2.67  -0.03
C10 5.22 -2.05 3.21  -0.05
C11 5.00 -2.69 4.40  -0.08
C12 3.68 -2.68 4.89  -0.13
C13 2.66 -1.82 4.38  -0.62
I1 0.68 -1.82 5.07  0.96
C14 0.18 1.90 1.84  -0.25
O2 -0.06 0.74 1.28  -0.23
H1 -2.11 2.09 0.38  0.02
H2 -1.14 3.12 -0.67  0.08
H3 -2.33 3.82 0.46  0.08
H4 0.17 5.41 3.60  0.13
H5 2.89 3.65 4.60  0.14
H6 1.60 2.85 5.68  0.12
H7 2.32 5.08 6.10  0.12
H8 2.14 0.98 4.49  0.12
H9 4.30 -0.59 1.71  0.11
H10 6.13 -2.22 2.67  0.10
H11 5.80 -3.19 5.00  0.13
H12 3.39 -3.48 5.57  0.11
O3 2.79 -6.59 0.51  0.15
C15 1.60 -6.51 -0.01  -0.49
O4 1.05 -7.48 -0.54  0.09
C16 0.95 -5.16 0.05  0.01
C17 -0.40 -4.82 0.03  -0.58
Cl1 -1.72 -5.86 -0.13  0.88
N3 -0.60 -3.55 0.42  -0.08
N4 0.57 -2.88 0.54  0.04
C18 1.53 -3.81 0.29  -0.08
C19 2.91 -3.35 0.41  -0.48
O5 3.81 -4.09 0.85  0.09
O6 3.05 -2.06 0.07  -0.19
C20 -1.88 -2.96 0.73  -0.22
C21 -2.95 -2.99 -0.15  -0.08
C22 -4.16 -2.31 0.13  -0.09
C23 -4.23 -1.55 1.27  -0.05
C24 -3.16 -1.64 2.24  -0.04
C25 -2.05 -2.40 2.01  -0.01
H13 3.20 -5.67 0.74  0.10
H14 -2.80 -3.55 -1.13  0.12
H15 -4.99 -2.42 -0.55  0.11
H16 -4.98 -0.79 1.52  0.11
H17 -3.14 -0.98 3.10  0.11
H18 -1.27 -2.35 2.74  0.04
O7 0.11 -1.00 -1.49  -0.21
N5 -0.64 -0.74 -2.47  -0.11
N6 -3.71 1.96 5.34  -0.10
N7 -3.34 0.67 5.88  -0.10
H19 -4.31 1.69 4.55  0.05
H20 -2.92 2.54 5.05  0.05
H21 -3.25 0.83 6.88  0.06
H22 -2.40 0.43 5.54  0.04
C26 8.91 -1.54 -0.71  -0.03
C27 7.60 -0.72 -0.74  -0.23
C28 6.46 -1.33 -1.29  0.01
C29 5.39 -0.48 -1.41  -0.09
C30 5.38 0.78 -0.82  -0.42
C31 6.52 1.35 -0.23  -0.06
C32 7.62 0.52 -0.08  -0.03
S1 3.90 1.77 -0.91  1.08
C33 3.71 1.96 -2.71  -0.21
O8 2.79 0.69 -0.66  -0.68
H23 9.67 -0.77 -0.79  0.08
H24 8.96 -2.17 -1.60  0.08
H25 9.01 -2.09 0.24  0.10
H26 6.54 -2.38 -1.68  0.15
H27 4.44 -0.78 -1.80  0.09
H28 6.62 2.47 -0.02  0.14
H29 8.54 0.84 0.37  0.12
H30 3.19 1.09 -3.14  0.06
H31 4.70 2.08 -3.16  0.07
H32 3.12 2.87 -2.98  0.07
C34 -5.75 5.56 -1.14  -0.08
C35 -6.07 4.08 -0.70  -0.23
C36 -5.86 2.91 -1.65  -0.23
C37 -4.43 2.46 -1.78  -0.23
N8 -4.45 1.40 -2.73  0.04
C38 -3.47 0.53 -3.09  -0.51
S2 -2.17 0.24 -1.95  1.11
N9 -3.54 -0.09 -4.27  0.06
C39 -2.52 -0.89 -4.97  -0.17
C40 -3.20 -1.94 -5.89  -0.17
C41 -3.54 -1.36 -7.31  -0.24
C42 -4.76 -0.48 -7.62  -0.10
H33 -6.35 6.24 -0.55  0.08
H34 -5.96 5.71 -2.17  0.06
H35 -4.72 5.81 -0.98  0.06
H36 -7.14 4.03 -0.47  0.11
H37 -5.48 3.83 0.26  0.13
H38 -6.33 3.14 -2.65  0.14
H39 -6.48 2.04 -1.28  0.14
H40 -4.16 2.18 -0.75  0.11
H41 -3.78 3.29 -2.08  0.15
H42 -5.27 1.45 -3.32  0.15
H43 -4.42 0.11 -4.79  0.17
H44 -1.92 -1.48 -4.23  0.10
H45 -1.83 -0.25 -5.56  0.14
H46 -4.10 -2.29 -5.35  0.12
H47 -2.49 -2.74 -5.89  0.11
H48 -3.53 -2.34 -7.90  0.13
H49 -2.62 -0.85 -7.66  0.11
H50 -5.61 -0.58 -6.93  0.08
H51 -5.15 -0.79 -8.59  0.08
H52 -4.46 0.53 -7.74  0.05

- What is the formula in the second record?
  C42H51N5O2SeZn